1.
9
Properties=species:S:1:pos:R:3 method="wB97M-V/def2-TZVPD" max_force_ev_per_a=4.8 lumo_ev=-0.415 de_lowest_kj_mol=231.6
C -0.3223 -0.4783 -0.3908
C 0.6746 -0.2359 0.7072
O -1.2045 1.2745 -0.3135
F 0.1543 -0.5038 -1.6222
F -1.2528 -1.4193 -0.0844
F -0.0146 0.0257 1.8613
F 1.4398 -1.3429 1.0366
I 1.9045 1.4201 0.0791
H -1.3790 1.2598 -1.2733

2.
20
Properties=species:S:1:pos:R:3 method="wB97M-V/def2-TZVPD" charge=-2 max_force_ev_per_a=2.1 lumo_ev=3.900 de_lowest_kj_mol=132.7
Zn -13.6115 18.5103 5.5141
S -11.5110 19.6730 6.6036
O -12.8360 19.3074 7.2494
O -10.4302 18.8298 7.0698
O -11.8309 19.3912 5.1214
O -11.2137 21.1076 6.7596
S -13.0178 15.2978 6.4238
O -13.9991 15.4278 7.5381
O -13.0881 16.6066 5.6570
O -11.6480 15.0601 6.8792
O -13.4726 14.2337 5.4792
O -14.5384 20.4735 5.0342
H -15.1465 20.9774 5.5781
H -14.0308 21.1024 4.5144
O -14.0370 17.9926 3.5108
H -13.3025 17.7293 2.9501
H -14.6714 18.4576 2.9612
O -15.3816 17.9599 6.4043
H -16.0763 18.3003 6.9679
H -15.4319 16.9885 6.4201

3.
111
Properties=species:S:1:pos:R:3 method="wB97M-V/def2-TZVPD" max_force_ev_per_a=3.2 lumo_ev="-0.449 / -0.431" spin_multiplicity=2
Ru 0.6765 -0.0672 0.7297
C -0.6298 4.8874 5.3955
C -0.5551 3.9089 4.2661
C -0.6633 4.3368 2.9477
C -0.7284 3.4388 1.8783
C -0.6811 3.6872 0.5020
N -0.1446 4.7017 -0.2030
C 0.8234 5.6657 0.2727
C 2.2508 5.1127 0.4148
C 2.9719 4.7022 -0.8821
N 3.1527 3.2699 -0.9828
C 3.4155 2.6766 -2.1272
C 3.4377 1.2977 -2.4142
C 3.7585 0.8922 -3.7247
C 3.6723 -0.4204 -4.1524
C 4.0385 -0.8012 -5.5575
C 3.2255 -1.3889 -3.2605
C 2.8517 -1.0613 -1.9555
C 2.4697 -2.0582 -1.0187
N 1.8000 -1.8605 0.0728
C 1.9218 -2.8101 1.1418
C 2.6139 -2.1198 2.3327
C 1.6091 -1.5717 3.3406
N 0.8632 -0.4435 2.8304
C 0.3853 0.3716 3.7139
C -0.2595 1.6199 3.4930
C -0.2930 2.5693 4.5211
C -0.7270 2.0013 2.1776
O -1.1451 1.1529 1.3472
C 3.0011 0.2909 -1.4597
O 2.7722 0.5629 -0.2620
H -1.0525 5.8334 5.0661
H 0.3679 5.0755 5.7883
H -1.2403 4.4908 6.2058
H -0.7473 5.3955 2.7572
H -1.0484 2.8745 -0.1157
H -0.0683 4.5043 -1.1920
H 0.5169 6.0114 1.2574
H 0.8029 6.5183 -0.4147
H 2.2088 4.2653 1.0954
H 2.8361 5.8797 0.9215
H 3.9580 5.1843 -0.8998
H 2.4226 5.0543 -1.7656
H 3.4025 2.8102 -0.0550
H 3.5402 3.3295 -2.9915
H 4.0887 1.6509 -4.4208
H 4.5171 0.0283 -6.0739
H 3.1519 -1.0908 -6.1234
H 4.7191 -1.6513 -5.5536
H 3.1533 -2.4204 -3.5814
H 2.8554 -3.0701 -1.2088
H 2.5061 -3.6854 0.8132
H 0.9341 -3.1422 1.4693
H 3.2310 -1.2861 1.9780
H 3.2704 -2.8292 2.8408
H 2.1689 -1.2567 4.2289
H 0.9024 -2.3668 3.6292
H 0.6029 0.1613 4.7661
H -0.0399 2.2658 5.5265
C -2.2075 -4.1632 -2.6681
C -3.6349 -3.7903 -2.3918
C -4.6214 -4.2157 -3.2762
C -5.9638 -3.9969 -3.0340
C -6.3469 -3.3339 -1.8794
C -5.3856 -2.8762 -1.0015
C -4.0273 -3.0841 -1.2479
N -3.1160 -2.6686 -0.2635
C -1.9765 -1.8918 -0.3736
N -1.7499 -1.3678 -1.5995
C -1.0005 -0.2437 -1.9769
C -0.0588 0.3795 -1.1456
C 0.4617 1.5955 -1.5898
C 0.1814 2.1123 -2.8395
C -0.6693 1.4245 -3.6840
C -1.2904 0.2629 -3.2603
C -2.2797 -0.4059 -4.1792
N -1.2218 -1.7081 0.6566
C -1.5716 -2.3214 1.8731
C -2.0063 -1.5043 2.9199
C -2.3030 -2.0350 4.1605
C -2.1968 -3.4009 4.3709
C -1.8026 -4.2185 3.3290
C -1.4937 -3.7108 2.0731
C -1.1145 -4.6695 0.9793
H -2.1496 -5.2253 -2.9029
H -1.5681 -3.9642 -1.8150
H -1.8136 -3.6184 -3.5260
H -4.3204 -4.7527 -4.1637
H -6.7082 -4.3594 -3.7271
H -7.3924 -3.1747 -1.6637
H -5.6774 -2.3565 -0.1002
H -3.4534 -2.7472 0.6869
H -2.4750 -1.6068 -2.2628
H 1.1179 2.1411 -0.9279
H 0.6367 3.0370 -3.1663
H -0.8688 1.8069 -4.6740
H -2.3070 0.1201 -5.1311
H -3.2918 -0.3856 -3.7676
H -2.0031 -1.4408 -4.3814
H -2.1144 -0.4490 2.7229
H -2.6236 -1.3849 4.9612
H -2.4158 -3.8249 5.3389
H -1.7434 -5.2857 3.4838
H -0.5251 -5.4892 1.3870
H -0.5387 -4.1816 0.1955
H -2.0105 -5.0997 0.5271
O 3.1532 0.8783 3.2055
Se 2.7915 2.1762 2.3679
O 3.9996 2.5940 1.3723
O 1.4387 1.9211 1.4013
O 2.4134 3.4254 3.2832

4.
49
Properties=species:S:1:pos:R:3 method="wB97M-V/def2-TZVPD" charge=-1 max_force_ev_per_a=1.6 lumo_ev="2.648 / 2.648" spin_multiplicity=2
Mn 0.7016 -0.4129 1.0163
O -0.8418 0.8543 0.5044
C -1.7928 0.5129 -0.2858
C -2.1529 1.3479 -1.3805
C -3.1861 1.0319 -2.2280
C -3.9504 -0.1280 -2.0368
C -3.6326 -0.9609 -0.9891
C -2.5633 -0.6864 -0.1254
C -2.2618 -1.5966 0.9465
N -1.1811 -1.5340 1.6119
C -0.9514 -2.2965 2.8058
C -0.4768 -1.2829 3.8495
N 0.6131 -0.5480 3.2456
C 1.0412 0.5350 3.7800
C 2.1762 1.2575 3.2844
C 2.5437 2.4710 3.8860
C 3.6212 3.2005 3.4470
C 4.3756 2.7168 2.3685
C 4.0527 1.5317 1.7557
C 2.9409 0.7516 2.1706
O 2.6626 -0.3580 1.5799
H -1.5517 2.2358 -1.5335
H -3.4120 1.6830 -3.0655
H -4.7629 -0.3680 -2.7104
H -4.2106 -1.8661 -0.8234
H -3.0162 -2.3592 1.1866
H -0.1363 -3.0036 2.6256
H -1.8394 -2.8410 3.1529
H -0.1291 -1.8057 4.7472
H -1.3110 -0.6275 4.1321
H 0.5461 0.9364 4.6745
H 1.9506 2.8336 4.7210
H 3.8784 4.1407 3.9185
H 5.2225 3.2908 2.0098
H 4.6262 1.1551 0.9184
Br -2.7031 -2.0501 -5.2914
C -1.0718 -1.2589 -4.7036
C -0.2898 -0.5980 -5.6355
C 0.8883 0.0009 -5.2095
C 1.2564 -0.0567 -3.8747
C 0.4673 -0.7422 -2.9588
C -0.7098 -1.3545 -3.3739
C 0.8569 -0.7666 -1.5007
O 1.4471 0.2375 -1.0487
O 0.5261 -1.7592 -0.8012
H -0.5991 -0.5479 -6.6706
H 1.5123 0.5219 -5.9253
H 2.1486 0.4393 -3.5163
H -1.3218 -1.8765 -2.6501